{"formula": "C13H30F6OS4Si4TeV", "method": "the ωB97M-V functional and the def2-TZVPD basis", "s2": 3.79, "total_charge": -2, "spin_multiplicity": 4, "gap_ev": [5.1, 5.2], "homo_energy_ev": [-0.834, -0.880], "symbols": ["V", "S", "S", "S", "S", "C", "C", "O", "C", "F", "F", "F", "C", "F", "F", "F", "H", "H", "H", "C", "Si", "C", "C", "Si", "Te", "Si", "C", "C", "C", "Si", "C", "C", "C", "H", "H", "H", "H", "H", "H", "H", "H", "H", "H", "H", "H", "H", "H", "H", "H", "H", "H", "H", "H", "H", "H", "H", "H", "H", "H", "H"], "positions_angstrom": [[-0.91596, 0.32685, -4.02472], [-2.44073, -1.01029, -5.00659], [-1.41545, 0.13476, -6.44161], [-1.26314, 3.62999, -5.13279], [-1.86353, 2.47260, -3.63407], [2.38329, -0.88519, -2.33747], [2.17665, 0.02145, -3.55501], [0.96597, -0.13952, -4.11854], [2.35387, 1.49949, -3.13069], [2.02482, 2.36289, -4.09114], [3.62349, 1.79362, -2.74460], [1.56380, 1.76769, -2.07667], [3.25902, -0.34080, -4.61002], [3.02182, -1.55775, -5.11497], [3.31293, 0.51446, -5.63783], [4.51132, -0.38800, -4.08752], [1.57330, -0.68696, -1.63794], [3.35013, -0.74521, -1.85387], [2.28512, -1.91493, -2.67980], [2.68974, 0.94794, 0.76152], [0.92910, 1.28507, 1.34591], [0.45663, 3.03928, 0.86468], [1.08769, 1.23141, 3.23463], [-0.75889, -0.21938, 0.71509], [-1.62298, -0.64304, -1.57206], [-2.72140, 0.53784, 1.76164], [-2.58485, 0.98963, 3.60110], [-3.37217, 2.06234, 0.87913], [-4.02742, -0.81871, 1.66787], [-0.24580, -2.31785, 1.61128], [-0.29309, -2.35460, 3.50519], [1.47251, -2.87445, 1.07182], [-1.47069, -3.62171, 1.03331], [3.37560, 1.38527, 1.49640], [2.88977, 1.40687, -0.20261], [2.91357, -0.11841, 0.68122], [1.28729, 3.72468, 1.06406], [-0.41098, 3.37965, 1.43852], [0.20813, 3.10130, -0.19693], [1.74103, 2.05566, 3.54470], [1.56533, 0.29911, 3.55374], [0.13957, 1.33049, 3.76462], [-2.04855, 1.93232, 3.74196], [-2.07766, 0.21513, 4.18441], [-3.59190, 1.11851, 4.01427], [-2.72353, 2.92806, 1.03819], [-4.37323, 2.31358, 1.24740], [-3.43024, 1.87832, -0.19654], [-3.80019, -1.63176, 2.36497], [-4.08066, -1.22962, 0.65645], [-5.00941, -0.41159, 1.93216], [0.38953, -1.63274, 3.96152], [-0.01738, -3.35393, 3.86098], [-1.30452, -2.14057, 3.86535], [2.25615, -2.24842, 1.50754], [1.56218, -2.82372, -0.01723], [1.65109, -3.90954, 1.38261], [-2.43959, -3.50123, 1.52572], [-1.08827, -4.62186, 1.26619], [-1.62821, -3.54451, -0.04493]]}